*A*
{"formula": "C4H6N2OS", "method": "the ωB97M-V functional and the def2-TZVPD basis", "species": ["C", "C", "C", "C", "N", "N", "O", "S", "H", "H", "H", "H", "H", "H"], "xyz": [[0.06512, -0.80355, 0.84685], [-1.68954, -0.23431, -0.52111], [-0.79120, 0.77448, -1.19269], [2.00823, 0.50662, 0.14047], [-1.26418, -1.05578, 0.48866], [0.67254, 0.06540, 0.19221], [-1.64443, 1.29503, -0.31164], [0.77433, -1.75540, 2.02373], [-2.69401, -0.55686, -1.04729], [-0.60490, 1.07052, -2.21525], [2.09409, 1.50215, 0.68980], [2.75669, -0.31744, 0.53468], [2.18438, 0.88304, -0.93714], [-1.86712, -1.37389, 1.30873]], "nbo_charge": [0.260, 0.176, 0.307, -0.433, -0.632, -0.437, -0.457, -0.336, 0.221, 0.226, 0.210, 0.247, 0.202, 0.447]}

=====

*B*
{"formula": "C4H6N2OS", "method": "the ωB97M-V functional and the def2-TZVPD basis", "species": ["C", "O", "C", "C", "N", "C", "N", "S", "H", "H", "H", "H", "H", "H"], "xyz": [[0.10747, 1.72709, 0.58615], [0.23968, 1.27018, -0.75605], [0.24969, -0.00983, -0.99385], [1.55976, -0.53255, -0.56765], [2.54612, -0.72172, 0.02118], [-0.97964, -0.78696, -0.40237], [-0.70085, -1.92434, 0.19212], [-2.39550, 0.06353, -0.29912], [0.59258, 0.91167, 1.49887], [-1.14492, 1.83688, 0.92119], [0.87760, 2.75352, 0.49743], [0.25636, -0.22071, -2.13353], [0.25820, -1.98296, 0.68197], [-1.46655, -2.38381, 0.75366]], "nbo_charge": [-0.335, -0.516, -0.045, 0.232, -0.304, 0.108, -0.779, -0.110, 0.188, 0.236, 0.236, 0.251, 0.420, 0.417], "smiles": "CO[C@@H](C#N)C(N)=S"}

=====

*C*
{"formula": "C4H6N2OS", "method": "the ωB97M-V functional and the def2-TZVPD basis", "species": ["C", "C", "C", "C", "N", "N", "O", "S", "H", "H", "H", "H", "H", "H"], "xyz": [[-0.10234, -0.00365, 0.19110], [-1.87596, -0.66981, -0.34848], [1.24635, -0.67964, 0.03357], [2.04832, 0.42079, 0.57651], [-0.04427, 1.24391, 0.33267], [-2.51804, 0.32849, -0.81973], [1.30923, 1.65045, 0.48729], [-2.10952, -2.22362, -0.19276], [1.30763, -1.70414, 0.42252], [1.17304, -0.70312, -1.01479], [2.28608, 0.27460, 1.59889], [3.07318, 0.59195, 0.01178], [-2.24948, 1.24832, -0.43176], [-3.54422, 0.22546, -0.84681]], "nbo_charge": [0.207, 0.109, -0.525, -0.096, -0.198, -0.781, -0.370, -0.041, 0.256, 0.230, 0.183, 0.197, 0.427, 0.403]}

=====

Most stable: *B*

=====

*A*
{"formula": "C2H4S2", "method": "the ωB97M-V functional and the def2-TZVPD basis", "species": ["S", "C", "C", "S", "H", "H", "H", "H"], "xyz": [[-0.25768, -0.32350, -2.13192], [0.24808, -0.94564, -0.70786], [0.31007, 0.01573, 0.34392], [-1.39639, 0.59081, 0.93645], [0.56520, -2.02911, -0.67372], [0.79675, -0.10674, 1.37469], [0.59593, 1.02800, 0.04597], [-0.86195, 1.77044, 0.81247]], "nbo_charge": [0.070, -0.300, -0.584, -0.024, 0.234, 0.243, 0.249, 0.112], "smiles": "S=CCS"}

=====

*B*
{"formula": "C2H4S2", "method": "the ωB97M-V functional and the def2-TZVPD basis", "species": ["C", "C", "S", "S", "H", "H", "H", "H"], "xyz": [[-0.98995, -0.48507, -0.08393], [0.46245, -0.09191, 0.01081], [1.63763, -1.18852, -0.06355], [0.78203, 1.74600, -0.10407], [-1.01992, -1.56702, -0.34992], [-1.18352, -0.57168, 1.01246], [-1.73740, 0.15387, -0.51685], [2.04868, 2.00433, 0.09504]], "nbo_charge": [-0.708, -0.233, 0.046, 0.001, 0.255, 0.250, 0.244, 0.145], "smiles": "CC(=S)S"}

=====

*C*
{"formula": "C2H4S2", "method": "the ωB97M-V functional and the def2-TZVPD basis", "species": ["C", "C", "S", "S", "H", "H", "H", "H"], "xyz": [[0.57263, 0.72845, 0.15233], [1.67134, -0.19211, -0.03494], [-2.98428, -0.56644, 0.11999], [-1.02472, 0.77727, 0.06267], [2.54124, 0.32095, 0.32116], [1.52332, -1.14372, 0.55240], [1.45143, -0.42483, -1.14017], [-3.75096, 0.50042, -0.03345]], "nbo_charge": [-0.175, -0.750, -0.418, 0.434, 0.250, 0.246, 0.285, 0.127]}

=====

Most stable: *B*

=====

*A*
{"formula": "C2H4S2", "method": "the ωB97M-V functional and the def2-TZVPD basis", "species": ["C", "C", "S", "S", "H", "H", "H", "H"], "xyz": [[-0.64980, 0.69468, -0.13361], [-1.32283, -0.35066, 0.62966], [2.55267, -0.46051, -1.10841], [0.75213, 0.86914, -0.86484], [-0.80009, -1.29465, 0.65721], [-1.63505, 0.14645, 1.52338], [-2.19069, -0.33944, -0.04003], [3.29367, 0.73499, -0.66337]], "nbo_charge": [-0.218, -0.735, -0.366, 0.407, 0.229, 0.261, 0.265, 0.159]}

=====

*B*
{"formula": "C2H4S2", "method": "the ωB97M-V functional and the def2-TZVPD basis", "species": ["S", "C", "C", "S", "H", "H", "H", "H"], "xyz": [[-0.12729, -1.30628, -1.55827], [0.23622, 0.27243, -0.60555], [-0.21502, 0.40117, 0.78050], [1.57282, 0.35009, 0.56090], [-0.88079, -1.78020, -0.50000], [0.44536, 1.06204, -1.32062], [-0.62867, 1.39939, 1.07189], [-0.40264, -0.39863, 1.57116]], "nbo_charge": [-0.032, -0.443, -0.526, 0.118, 0.134, 0.256, 0.232, 0.262], "smiles": "S[C@H]1CS1"}

=====

Most stable: *B*

=====

*A*
{"formula": "CH3BF2O2", "method": "the ωB97M-V functional and the def2-TZVPD basis", "species": ["B", "C", "O", "O", "F", "F", "H", "H", "H"], "xyz": [[0.39172, -0.04930, -0.39542], [1.89513, 0.14659, 0.09215], [-0.45618, 0.99414, -0.38982], [0.22987, -1.22089, -0.97154], [2.69908, -0.89356, 0.40710], [2.72179, 1.05683, -0.58585], [1.79865, 0.70542, 1.98668], [-1.32873, 0.95682, -0.61627], [-0.60213, -1.77025, -1.06336]], "nbo_charge": [1.017, 0.485, -0.862, -0.892, -0.337, -0.351, -0.081, 0.499, 0.522]}

=====

*B*
{"formula": "CH3BF2O2", "method": "the ωB97M-V functional and the def2-TZVPD basis", "species": ["O", "B", "C", "O", "F", "F", "H", "H", "H"], "xyz": [[-0.59043, -0.81996, 1.55607], [0.07168, -1.06823, 0.45253], [0.28801, 0.64709, -0.40375], [-0.77175, 0.86983, -1.28997], [0.33685, 1.77839, 0.35715], [1.41723, 0.72524, -1.09251], [-0.81917, -1.45152, 2.19526], [0.48387, -2.14711, 0.25895], [-0.41630, 1.46628, -2.03372]], "nbo_charge": [-0.859, 0.713, 0.713, -0.738, -0.361, -0.358, 0.505, -0.098, 0.483], "smiles": "OBC(O)(F)F"}

=====

Most stable: *B*